No. 1
Below is a structure of composition C10H10F6N3O6S4ScTe4 in a non-equilibrium geometry, with properties calculated with ωB97M-V/def2-TZVPD.

Properties
- highest occupied orbital energy (eV) = -1.27
- total energy (eV) = -136809.230
- orbital gap (eV) = 4.98
- ΔE to the lowest compared entry with this formula, charge and spin (kcal per mole) = 80.8
- net charge = -2
- 2S+1 = 1

Last column: Mulliken charge in e.
Element x y z (Å)
Sc1 0.052 0.772 -0.566  0.7587
C1 -0.419 -1.126 2.693  -0.8226
O1 0.421 -0.991 1.558  0.0783
C2 1.546 -1.831 1.647  -0.8551
C3 2.376 -1.748 0.373  -0.7611
O2 1.526 -1.407 -0.702  0.2451
C4 2.152 -1.578 -1.961  -0.9467
H1 0.020 -0.608 3.552  0.2153
H2 -0.564 -2.185 2.931  0.3596
H3 -1.377 -0.680 2.446  0.1818
H4 1.207 -2.861 1.808  0.5359
H5 2.176 -1.541 2.500  0.3430
H6 2.820 -2.732 0.184  0.5169
H7 3.182 -1.014 0.456  0.1976
H8 2.335 -2.640 -2.149  0.3034
H9 3.098 -1.025 -2.005  0.2890
H10 1.465 -1.203 -2.716  0.2417
Te1 -1.604 -1.334 -1.423  -0.2827
Te2 -1.251 -3.642 0.018  -0.1924
Te3 -2.377 -7.616 -1.436  -0.6939
Te4 -2.519 -5.022 -2.078  -0.1578
F1 2.170 3.997 -3.598  -0.2052
C5 1.132 4.478 -2.919  0.4589
F2 1.475 5.630 -2.359  -0.1984
F3 0.125 4.688 -3.762  -0.2066
S1 0.584 3.268 -1.637  0.9221
O3 0.686 1.940 -2.309  -0.6817
O4 -0.777 3.581 -1.321  -0.4964
N1 1.616 3.499 -0.532  -0.1111
S2 2.284 2.477 0.527  0.5653
O5 1.934 1.029 0.389  0.0863
O6 2.969 2.940 1.697  -0.6181
C6 3.819 2.334 -0.535  0.4864
F4 4.432 3.515 -0.674  -0.2416
F5 4.691 1.484 0.028  -0.2487
F6 3.548 1.871 -1.765  -0.2371
S3 0.246 2.792 2.096  -0.3287
C7 -1.417 2.531 1.672  1.2152
S4 -1.976 1.185 0.688  -0.5265
C8 -2.366 3.327 2.284  0.1266
C9 -2.023 4.386 3.180  -0.0606
N2 -1.770 5.260 3.887  -0.5939
C10 -3.768 3.155 2.069  -0.0754
N3 -4.910 3.057 1.944  -0.5848

---

No. 2
Below is the ion C10H10FN4 with charge -1 in a non-equilibrium geometry, with properties calculated with ωB97M-V/def2-TZVPD.

Properties
- highest occupied orbital energy (eV) = -5.28
- total energy (eV) = -19209.348
- orbital gap (eV) = 8.53
- SMILES = Cc1cccc([C@@](C)(F)c2nn[n-]n2)c1
- net charge = -1
- 2S+1 = 1

Last column: Mulliken charge in e.
Element x y z (Å)
C1 -1.059 -1.077 2.251  -1.1939
C2 -0.359 -0.979 0.941  0.8181
C3 0.231 -2.136 0.362  -0.5956
C4 0.505 -2.185 -0.957  -0.5808
C5 0.465 -1.029 -1.733  -0.5240
C6 -0.038 0.173 -1.190  0.1519
C7 -0.154 1.448 -1.921  1.6566
C8 0.743 2.566 -1.383  -1.3773
F1 0.248 1.147 -3.266  -0.4082
C9 -1.696 2.029 -1.952  0.2114
N1 -2.676 1.430 -1.329  -0.1232
N2 -3.661 2.322 -1.402  -0.6386
N3 -3.271 3.317 -2.081  -0.4788
N4 -2.016 3.212 -2.415  -0.4609
C10 -0.415 0.193 0.211  -0.5981
H1 -0.328 -0.671 3.155  0.2117
H2 -1.989 -0.458 2.349  0.3157
H3 -1.288 -2.243 2.310  0.2898
H4 0.339 -3.048 0.983  0.3170
H5 0.696 -3.066 -1.458  0.4681
H6 0.790 -1.001 -2.821  0.3164
H7 0.994 3.349 -2.240  0.3534
H8 1.766 2.193 -0.841  0.2630
H9 0.226 3.139 -0.636  0.3524
H10 -1.015 1.074 0.491  0.2540

---

No. 3
Below is the ion C10H10N with charge +1 in a non-equilibrium geometry, with properties calculated with ωB97M-V/def2-TZVPD.

Properties
- highest occupied orbital energy (eV) = -12.28
- total energy (eV) = -12010.869
- orbital gap (eV) = 8.54
- ΔE to the lowest compared entry with this formula, charge and spin (kcal per mole) = 129.5
- SMILES = [NH3+][C@@H]1C2=C1c1ccccc1C2
- net charge = +1
- 2S+1 = 1

Last column: Mulliken charge in e.
Element x y z (Å)
N1 2.932 0.672 -0.724  -0.2373
C1 2.363 0.197 0.622  -0.4271
C2 1.448 -1.041 0.755  -0.2528
C3 0.950 0.299 0.881  0.4080
C4 -0.402 0.549 0.427  0.2311
C5 -1.302 1.598 0.314  -0.7093
C6 -2.620 1.259 0.099  -0.5702
C7 -2.977 -0.027 -0.278  -0.5299
C8 -2.123 -1.039 -0.259  -0.5033
C9 -0.814 -0.825 0.133  0.5540
C10 0.313 -1.794 0.128  -0.6658
H1 2.304 0.590 -1.434  0.3087
H2 3.838 0.135 -0.914  0.3870
H3 3.231 1.623 -0.631  0.3367
H4 3.133 0.234 1.432  0.3499
H5 -1.114 2.681 0.397  0.3831
H6 -3.349 1.941 -0.181  0.4186
H7 -4.024 -0.240 -0.174  0.3726
H8 -2.308 -2.008 -0.615  0.4777
H9 0.064 -2.558 0.877  0.3101
H10 0.458 -2.244 -0.858  0.3583

---

No. 4
Below is a structure of composition C10H10N2 in a non-equilibrium geometry, with properties calculated with ωB97M-V/def2-TZVPD.

Properties
- highest occupied orbital energy (eV) = -8.66
- total energy (eV) = -13506.633
- orbital gap (eV) = 9.14
- ΔE to the lowest compared entry with this formula, charge and spin (kcal per mole) = 149.0
- net charge = 0
- 2S+1 = 1

Last column: Mulliken charge in e.
Element x y z (Å)
C1 2.595 0.090 -0.653  -0.1562
C2 1.948 -1.152 -0.421  -0.0033
C3 1.127 -1.227 0.581  -0.3725
C4 0.723 -0.137 1.409  -0.2160
C5 1.321 1.078 1.032  -0.4318
C6 -0.269 -0.309 -0.885  0.1952
C7 -0.709 1.008 -0.888  -0.5587
C8 -1.977 1.350 -0.386  -0.4118
C9 -2.741 0.341 0.344  -0.9136
C10 -2.275 -0.972 0.127  -0.0820
H1 3.279 0.238 -1.530  0.3389
H2 1.808 -1.906 -1.212  0.3948
H3 0.792 -2.175 0.832  0.3050
H4 -0.058 -0.208 2.146  0.4697
H5 1.049 2.060 1.455  0.3751
H6 0.845 -0.535 -1.030  0.2011
H7 0.080 1.748 -1.230  0.3854
H8 -2.278 2.290 -0.359  0.5747
H9 -3.737 0.472 0.599  0.4791
H10 -2.791 -1.852 0.329  0.5102
N1 2.337 1.146 0.041  -0.5268
N2 -1.070 -1.347 -0.300  -0.5563

---

No. 5
Below is a cluster of 2 separate species, C10H10N2 in total in a non-equilibrium geometry, with properties calculated with ωB97M-V/def2-TZVPD.

Properties
- highest occupied orbital energy (eV) = -9.21
- total energy (eV) = -13508.413
- orbital gap (eV) = 9.85
- ΔE to the lowest compared entry with this formula, charge and spin (kcal per mole) = 108.0
- SMILES = c1ccncc1.c1ccncc1
- net charge = 0
- 2S+1 = 1

Last column: Mulliken charge in e.
Element x y z (Å)
C1 -0.801 -1.976 1.009  -0.1453
C2 -0.279 -1.849 -0.379  -0.0945
C3 -1.138 -1.234 -1.333  -0.2548
N1 -2.377 -0.874 -1.124  -0.5364
C4 -2.801 -0.689 0.169  -0.3853
C5 -2.014 -1.318 1.268  -0.1988
H1 -0.318 -2.700 1.690  0.3811
H2 0.762 -2.593 -0.609  0.1781
H3 -0.834 -1.182 -2.360  0.4417
H4 -3.744 -0.134 0.245  0.3903
H5 -2.105 -1.365 2.437  0.2249
C6 0.467 1.929 0.475  -0.2593
C7 1.458 1.392 1.182  -0.3244
C8 2.588 0.707 0.445  -0.0257
N2 2.673 0.655 -0.877  -0.5592
C9 1.721 1.393 -1.587  -0.2185
C10 0.578 1.826 -0.903  -0.3229
H6 -0.036 2.798 0.968  0.3007
H7 1.330 1.407 2.236  0.3943
H8 3.240 0.062 1.244  0.2325
H9 1.829 1.566 -2.694  0.3362
H10 -0.197 2.178 -1.503  0.4451

---

No. 6
Below is an isolated molecule of C10H10N2O in a non-equilibrium geometry, with properties calculated with ωB97M-V/def2-TZVPD.

Properties
- highest occupied orbital energy (eV) = -7.58
- total energy (eV) = -15558.002
- orbital gap (eV) = 8.25
- ΔE to the lowest compared entry with this formula, charge and spin (kcal per mole) = 49.9
- SMILES = COc1cccc2ccc(N)nc12
- net charge = 0
- 2S+1 = 1

Last column: Mulliken charge in e.
Element x y z (Å)
C1 -0.993 -2.539 -1.599  -0.5858
O1 0.267 -2.361 -0.997  -0.4364
C2 0.393 -1.634 0.087  0.4777
C3 1.016 -2.094 1.224  -0.7138
C4 1.028 -1.241 2.376  -0.3605
C5 0.775 0.132 2.314  -0.7095
C6 0.396 0.630 1.094  1.1178
C7 -0.070 2.007 1.161  -0.6806
C8 -0.317 2.659 0.034  -0.4467
C9 -0.378 1.880 -1.163  0.4163
N1 -0.470 2.450 -2.414  -0.5173
N2 -0.286 0.521 -1.141  -0.4925
C10 0.003 -0.176 -0.021  0.2855
H1 -1.570 -3.350 -1.014  0.2655
H2 -1.696 -1.545 -1.566  0.2302
H3 -0.857 -2.812 -2.740  0.1996
H4 1.420 -3.129 1.323  0.3716
H5 1.543 -1.598 3.336  0.2466
H6 0.709 0.788 3.188  0.3031
H7 -0.017 2.632 2.142  0.1962
H8 -0.567 3.750 0.090  0.3093
H9 0.029 3.312 -2.529  0.2405
H10 -0.359 1.717 -3.185  0.2834

---

No. 7
Below is a cluster of 2 separate species, C10H10N2O in total in a non-equilibrium geometry, with properties calculated with ωB97M-V/def2-TZVPD.

Properties
- highest occupied orbital energy (eV) = -8.37
- total energy (eV) = -15555.361
- orbital gap (eV) = 6.85
- ΔE to the lowest compared entry with this formula, charge and spin (kcal per mole) = 110.8
- net charge = 0
- 2S+1 = 1

Last column: Mulliken charge in e.
Element x y z (Å)
C1 3.197 0.367 -0.206  -0.8308
C2 1.607 0.487 -0.261  0.3865
C3 0.993 1.814 -0.209  -0.5828
C4 -0.374 1.996 -0.010  -1.0668
C5 -1.310 0.871 -0.008  0.5419
C6 -2.678 1.107 0.214  -0.3202
C7 -2.992 -1.196 0.009  -0.3165
C8 -1.680 -1.563 -0.127  -0.7569
C9 -0.768 -0.472 -0.045  0.6552
C10 0.754 -0.541 -0.217  1.2652
H1 3.387 -1.560 0.543  0.3272
H2 3.522 -0.241 1.665  0.2577
H3 3.518 1.419 -0.011  0.3841
H4 3.600 0.242 -1.296  0.2723
H5 1.661 2.670 -0.361  0.3094
H6 -0.840 2.945 -0.078  0.3393
H7 -2.953 2.177 0.413  0.2813
H8 -3.681 -2.015 -0.216  0.3402
H9 -1.439 -2.675 -0.095  0.1436
H10 0.474 -2.668 0.604  0.3128
N1 3.762 -0.570 0.754  -0.5738
N2 -3.509 0.085 0.294  -0.6199
O1 1.311 -1.765 -0.418  -0.7490

---

No. 8
Below is a cluster of 2 separate species, C10H10N2O2 in total in a non-equilibrium geometry, with properties calculated with ωB97M-V/def2-TZVPD.

Properties
- highest occupied orbital energy (eV) = -9.34
- total energy (eV) = -17606.219
- orbital gap (eV) = 9.58
- ΔE to the lowest compared entry with this formula, charge and spin (kcal per mole) = 53.6
- SMILES = O=c1cc[nH]c(=O)[nH]1.c1ccccc1
- net charge = 0
- 2S+1 = 1

Last column: Mulliken charge in e.
Element x y z (Å)
O1 0.581 -5.067 -0.863  -0.6110
C1 0.974 -3.972 -1.232  0.4004
C2 0.312 -2.754 -0.996  -0.3862
C3 0.809 -1.566 -1.470  -0.1444
N1 1.825 -1.563 -2.369  -0.1309
C4 2.682 -2.665 -2.530  0.2429
O2 3.635 -2.638 -3.272  -0.5826
N2 2.228 -3.835 -1.872  -0.0963
H1 -0.629 -2.911 -0.430  0.3401
H2 0.153 -0.740 -1.330  0.4211
H3 2.312 -0.678 -2.691  0.2862
H4 2.766 -4.695 -2.134  0.2608
C5 -2.896 2.687 1.778  -0.3095
C6 -2.240 2.502 0.523  -0.5478
C7 -0.808 2.505 0.528  -0.2227
C8 -0.048 2.758 1.745  -0.3819
C9 -0.678 2.977 2.944  -0.1405
C10 -2.079 3.194 2.871  -0.4952
H5 -3.896 2.491 1.867  0.4457
H6 -2.827 2.277 -0.297  0.4216
H7 -0.258 2.258 -0.373  0.3948
H8 1.024 2.645 1.725  0.3384
H9 -0.381 3.525 4.045  0.1916
H10 -2.560 3.263 3.832  0.3052